# C62H157N11O20

A cluster of 11 separate species, C62H157N11O20 in total at a distorted geometry (ωB97M-V/def2-TZVPD, the OMol25 dataset).

Total charge: 0
Energy: -124154.9729 eV
Spin multiplicity: 1
Frontier orbital gap: 8.637 eV
SMILES: COC[C@H](C)N.COC[C@H](C)N.COCCNCCOC.COCCNCCOC.COCCNCCOC.COCCNCCOC.COCCNCCOC.COCCNCCOC.COCCNCCOC.COCCNCCOC.COCCNCCOC

```
250
Properties=species:S:1:pos:R:3:forces:R:3
C -5.9022 0.8538 -8.6626 1.8 0.3 -0.3
O -5.3084 0.9021 -9.9592 -0.5 0.7 -0.5
C -6.2091 1.1203 -11.0457 1.2 -0.5 -0.6
C -5.4692 1.0572 -12.4080 -0.1 -1.2 0.2
C -4.5161 2.1595 -12.7452 1.1 2.0 1.2
N -6.4774 0.9786 -13.4670 0.3 0.8 -1.1
H -5.0034 0.7415 -8.0562 -0.2 -0.5 0.4
H -6.5671 -0.0006 -8.5355 -0.3 0.2 0.0
H -6.2711 1.8181 -8.3131 -0.8 0.0 -0.4
H -6.8638 0.2488 -11.0413 -0.7 0.3 -0.1
H -6.7190 2.0837 -11.0480 -0.3 0.0 0.6
H -4.7796 0.2139 -12.3697 -0.3 -0.8 0.1
H -3.7614 2.2723 -11.9669 0.0 -0.5 0.5
H -4.9136 3.1741 -12.7216 -0.7 0.0 -0.5
H -3.8586 2.0775 -13.6107 -0.6 -0.5 -0.5
H -7.1280 0.2277 -13.6484 0.2 -0.5 1.2
H -5.9747 1.0493 -14.3401 -0.1 0.3 -0.2
C 5.8340 -3.8640 8.3347 -0.9 0.8 1.0
O 4.6811 -4.0193 9.2087 1.0 -0.1 -0.6
C 3.5986 -4.7525 8.6746 -0.7 -1.1 1.5
C 2.7193 -5.2696 9.9103 -0.2 0.6 -0.2
C 1.5007 -6.1063 9.5312 -0.6 -0.1 0.3
N 2.2631 -4.1738 10.7936 0.4 -0.2 -0.6
H 6.3944 -4.7881 8.1937 -0.2 -0.1 -0.1
H 6.4629 -3.1228 8.8280 0.1 -0.3 0.3
H 5.5732 -3.3558 7.4063 -0.3 -0.5 -0.4
H 3.0572 -4.1325 7.9600 -0.4 0.1 0.0
H 3.8977 -5.6730 8.1732 0.4 0.0 -0.3
H 3.3469 -5.8634 10.5747 0.5 -0.2 -0.4
H 1.6718 -7.1571 9.2974 0.4 0.2 -0.7
H 0.8519 -5.5935 8.8211 0.3 -0.2 -0.6
H 0.8132 -6.2262 10.3685 0.3 0.3 0.6
H 2.9437 -3.4420 10.6475 0.0 0.5 0.4
H 1.3752 -3.8280 10.4590 -0.2 0.2 -0.1
C 8.7991 2.2884 6.2941 0.8 -1.4 1.5
O 10.1944 2.5364 6.5712 -0.4 0.0 0.1
C 10.4874 2.7279 7.9762 -1.1 -0.1 0.2
C 11.1887 1.5128 8.6620 1.4 0.9 -2.1
N 12.6439 1.4598 8.3242 -0.6 1.5 1.3
C 13.2846 0.5319 9.2537 1.2 -0.4 -3.4
C 14.7017 0.0708 8.6459 -1.0 0.0 -0.1
O 14.7897 -0.4772 7.2217 -7.3 1.4 4.6
C 15.9761 -0.9485 6.9641 3.4 0.1 -1.3
H 8.4914 1.6641 7.1329 -0.6 0.0 0.2
H 8.6728 1.6022 5.4567 0.3 0.6 -0.5
H 8.1376 3.1543 6.2678 0.4 0.3 -0.3
H 9.5740 2.8919 8.5479 -0.6 -0.3 -0.2
H 10.8874 3.7401 8.0351 1.2 -0.4 0.2
H 10.8570 0.5920 8.1822 -1.2 -0.1 0.3
H 11.0622 1.4444 9.7425 -0.2 0.4 -0.1
H 12.6839 1.1897 7.3519 0.5 -0.4 0.1
H 12.5301 -0.2458 9.3715 0.7 -0.9 0.6
H 13.5361 1.0016 10.2046 -0.2 0.1 0.0
H 15.0813 -0.5701 9.4416 0.2 -1.1 -0.6
H 15.3824 0.9169 8.7408 -0.1 0.4 -0.6
H 16.3376 -1.6639 7.7028 0.6 0.2 0.2
H 16.4321 0.0365 6.8642 2.7 -0.6 0.0
H 15.9969 -1.4245 5.9838 -0.1 -0.1 -0.1
C -11.2754 13.2607 -11.0663 0.4 0.2 -2.2
O -10.9585 12.0964 -10.3621 -0.6 -0.3 0.8
C -11.9416 11.9096 -9.3608 0.6 -0.9 2.1
C -11.8017 10.6233 -8.4401 0.4 0.5 -2.2
N -10.4964 10.4456 -7.8108 -1.3 1.4 0.0
C -10.5485 9.5351 -6.6969 -0.9 0.4 -1.8
C -9.2483 9.3324 -6.1411 3.7 -1.8 1.5
O -8.2098 8.8830 -7.1166 -1.2 0.8 0.1
C -6.9651 8.5690 -6.5602 0.9 -0.1 1.3
H -11.8359 13.0381 -11.9743 -0.8 -0.5 0.0
H -10.3857 13.6352 -11.5726 0.4 0.4 0.8
H -11.8473 14.0478 -10.5749 0.4 -0.1 0.6
H -12.9541 11.9454 -9.7629 -0.1 -0.1 -0.2
H -11.8209 12.6996 -8.6196 -0.2 0.6 -0.1
H -12.0539 9.7627 -9.0596 -0.1 -0.4 -0.2
H -12.6339 10.7035 -7.7408 0.3 0.1 0.4
H -9.7630 10.2661 -8.4816 -0.1 -0.3 0.1
H -10.9715 8.5724 -6.9841 -0.4 -0.3 0.0
H -11.1152 9.9905 -5.8848 -0.4 -0.1 -0.1
H -9.3624 8.5395 -5.4020 0.2 -0.4 0.1
H -8.9348 10.1644 -5.5105 0.6 0.5 -0.6
H -6.5980 9.3297 -5.8713 -0.5 0.1 0.6
H -6.0568 8.4757 -7.1555 -0.8 0.4 -1.6
H -6.9107 7.5892 -6.0858 -0.7 -0.1 0.6
C -1.8016 3.4101 4.2650 -1.2 0.3 -0.1
O -2.7970 2.4416 4.6500 0.9 0.1 1.0
C -2.4373 1.3619 5.5312 0.3 0.2 -1.4
C -3.7009 0.6648 5.9914 1.2 -0.3 -0.7
N -4.3340 -0.1909 4.9461 -0.5 2.0 1.8
C -5.2145 -1.1618 5.5508 0.0 -1.6 -0.3
C -5.2366 -2.3973 4.6344 -0.4 0.3 1.3
O -6.1508 -3.4323 5.0644 0.2 1.3 -0.8
C -7.5168 -3.2643 4.6982 -0.1 -1.8 -0.2
H -2.1728 3.6479 3.2681 0.7 0.4 -0.1
H -0.7285 3.2193 4.2786 -0.1 -1.2 -0.2
H -1.8451 4.3069 4.8831 -0.5 0.1 0.2
H -1.8069 1.5974 6.3887 -0.3 0.8 0.3
H -1.7726 0.7395 4.9322 -0.1 -0.7 -0.1
H -4.2727 1.4760 6.4421 -0.9 -0.2 -0.5
H -3.3824 0.0696 6.8473 -0.1 -0.5 0.2
H -3.6668 -0.5165 4.2613 0.0 -0.3 0.3
H -6.2518 -0.8769 5.7262 0.0 0.8 -0.3
H -4.8723 -1.5083 6.5259 0.3 0.1 0.3
H -4.2413 -2.8307 4.7324 -0.1 -0.2 -0.5
H -5.4227 -1.9456 3.6600 -0.2 -0.8 -0.6
H -8.1566 -2.6715 5.3519 0.4 0.6 -0.1
H -7.9260 -4.2732 4.7506 -0.1 -0.2 0.6
H -7.7027 -3.1253 3.6332 0.4 1.1 -0.2
C -3.8761 1.6980 -1.6329 1.2 -0.2 0.1
O -3.1256 0.7601 -2.4235 -1.2 0.5 0.0
C -1.7903 0.4281 -2.0231 -2.0 -0.4 1.1
C -1.8585 -0.1799 -0.5440 0.3 1.3 -1.8
N -0.6715 -0.8855 -0.2555 0.2 -1.6 -0.4
C -0.7095 -1.9237 0.7835 1.4 0.3 -1.1
C 0.7856 -2.2960 0.9127 0.1 1.0 1.6
O 1.3072 -1.4062 1.9592 -1.8 -1.6 -0.2
C 2.6473 -1.0447 1.9040 -0.8 0.6 0.0
H -4.7262 2.0976 -2.1859 0.4 0.0 -0.4
H -3.1582 2.4544 -1.3157 -0.3 0.6 -0.1
H -4.3103 1.3116 -0.7107 0.2 -0.6 0.1
H -1.1285 1.2826 -2.1646 0.2 0.1 0.3
H -1.6125 -0.3265 -2.7893 0.8 -0.2 0.5
H -2.7536 -0.8003 -0.5880 0.1 -0.1 0.4
H -1.8850 0.5901 0.2270 -1.2 0.6 -0.2
H 0.0768 -0.2154 -0.1502 0.2 -0.3 0.5
H -1.3261 -2.7774 0.5023 0.2 -0.1 -0.7
H -1.1769 -1.6427 1.7272 0.5 0.5 0.5
H 1.3618 -2.0609 0.0179 -0.4 -0.1 -0.4
H 0.9405 -3.3555 1.1164 0.1 0.0 0.5
H 2.7554 -0.4478 0.9984 0.9 -0.2 -0.3
H 3.3068 -1.9077 1.9952 0.3 0.2 -0.1
H 2.7118 -0.3417 2.7346 0.7 -0.2 0.1
C 4.6104 2.6109 -1.4850 -1.7 -1.4 0.5
O 4.4394 3.3842 -0.2939 1.9 0.2 -0.8
C 5.4660 4.4155 -0.2808 -0.4 0.3 -1.0
C 5.7588 4.9512 1.0720 -0.3 0.4 1.7
N 6.0626 6.4221 1.1177 -0.8 -1.5 -2.3
C 7.0648 6.8004 2.0108 2.4 0.6 2.0
C 8.5711 6.4184 1.5414 -1.1 0.2 1.8
O 8.8765 7.0631 0.3420 0.4 2.0 -0.7
C 9.1943 8.5011 0.5027 -0.5 -0.6 -0.5
H 3.8703 1.8110 -1.4620 -0.9 0.3 0.3
H 5.4298 1.8937 -1.5343 1.2 1.0 0.1
H 4.3856 3.1296 -2.4169 0.6 0.4 0.1
H 5.1059 5.2568 -0.8729 -0.1 0.1 -0.4
H 6.4024 4.0763 -0.7237 -0.1 -0.4 -0.3
H 6.5699 4.3847 1.5296 0.1 -0.1 0.2
H 4.8491 4.7576 1.6402 0.0 0.1 0.4
H 6.5361 6.6009 0.2437 -0.5 0.3 -0.9
H 6.7480 6.5589 3.0254 0.6 -0.9 0.2
H 7.0639 7.8803 2.1588 0.0 0.4 -0.6
H 8.7268 5.3419 1.4712 -0.4 -0.1 -0.8
H 9.3542 6.6538 2.2621 -0.3 0.5 0.6
H 10.0453 8.7127 1.1502 0.0 -0.5 0.3
H 8.3554 9.1217 0.8178 -0.3 -0.5 0.5
H 9.4240 8.9663 -0.4559 0.2 -0.8 -0.3
C 6.2425 -8.7442 2.4828 0.2 -0.8 -2.0
O 5.1417 -9.6270 2.1785 -0.4 1.1 -0.1
C 4.2885 -9.3541 1.0242 0.5 -0.9 -0.1
C 4.7357 -10.3099 -0.1244 1.0 -0.2 2.3
N 3.7934 -10.5306 -1.1794 1.2 -0.9 0.7
C 3.5107 -9.3029 -1.7738 -2.5 1.6 -0.9
C 2.4847 -9.5510 -2.9027 1.6 1.1 0.8
O 3.2874 -10.0301 -4.0026 -1.2 0.6 1.1
C 2.5762 -10.4615 -5.1565 1.1 0.8 0.2
H 6.0469 -7.8162 3.0201 -0.5 -0.3 0.4
H 6.7134 -8.4584 1.5423 -0.1 0.4 -0.4
H 7.0513 -9.3531 2.8869 -0.4 0.0 0.8
H 4.2145 -8.3289 0.6615 0.7 0.3 0.5
H 3.2697 -9.6030 1.3210 0.0 -0.2 0.1
H 4.9953 -11.2097 0.4333 -0.4 -0.4 -0.2
H 5.7144 -9.9985 -0.4895 0.2 0.6 -0.2
H 4.3295 -10.9774 -1.9095 -0.2 -1.0 -0.1
H 4.3423 -8.6907 -2.1228 0.6 -0.3 -0.7
H 3.0969 -8.5910 -1.0596 -0.7 -0.3 0.3
H 2.0262 -8.5634 -2.9513 -0.1 0.3 -1.5
H 1.6598 -10.1865 -2.5806 0.4 -0.7 -0.1
H 3.1894 -10.0741 -5.9701 -0.2 -0.3 -0.4
H 1.6163 -9.9483 -5.2132 -0.3 -0.6 -0.1
H 2.6024 -11.5512 -5.1670 -0.7 0.0 -0.2
C -11.0279 2.6690 1.2982 -0.9 1.1 -1.8
O -9.9981 3.4985 0.7573 -1.6 -1.6 -0.8
C -9.0127 3.7530 1.6859 0.0 1.2 0.4
C -8.5896 5.1674 1.3873 2.8 -0.6 -0.9
N -9.6836 6.1049 1.2731 0.4 -0.6 -0.7
C -9.4384 7.3504 0.5150 0.2 1.4 2.4
C -8.1611 8.1457 0.9729 -1.8 -0.6 -1.8
O -7.1256 7.6056 0.1869 1.3 -0.3 0.7
C -5.7999 8.0712 0.3957 0.1 0.3 -0.4
H -11.6298 3.4241 1.8038 -0.2 -1.0 1.4
H -10.7227 1.7042 1.7033 0.3 0.5 0.9
H -11.6919 2.3610 0.4905 0.2 0.1 -0.5
H -8.2562 3.0097 1.4342 0.7 0.2 1.1
H -9.3548 3.8222 2.7185 -0.3 -1.0 0.2
H -8.0532 4.9886 0.4554 0.1 0.8 -0.7
H -7.7736 5.3985 2.0719 -0.3 0.6 0.4
H -10.2645 5.5063 0.7036 -1.0 0.4 -0.1
H -10.2629 7.9834 0.8430 -0.2 0.2 0.0
H -9.5008 7.4567 -0.5680 0.4 -1.1 -0.3
H -8.0448 8.1702 2.0563 0.4 -0.3 0.0
H -8.4065 9.1395 0.5984 0.4 0.6 0.3
H -5.6549 9.0878 0.0300 -0.3 0.3 -0.1
H -5.1239 7.4565 -0.1987 -0.2 -0.2 0.0
H -5.4178 8.0728 1.4166 -0.5 -0.3 0.4
C 9.9570 -2.8544 -0.1610 0.1 0.5 1.5
O 9.4790 -3.9926 0.5212 -0.7 -0.3 0.2
C 9.0438 -5.0668 -0.2733 2.2 0.3 -1.3
C 10.3196 -5.7555 -0.9323 -2.9 -0.3 1.2
N 11.0375 -6.4409 0.1432 0.2 0.6 -0.8
C 12.2284 -7.1536 -0.2672 0.3 -0.7 0.8
C 13.5208 -6.3199 -0.4034 -0.5 -0.6 -0.4
O 13.6755 -5.4127 0.6363 -1.1 0.4 1.8
C 14.6426 -4.3910 0.4926 -1.3 -0.1 0.2
H 9.9155 -2.1778 0.6927 0.5 0.7 -0.5
H 9.3636 -2.4198 -0.9654 -0.5 -0.5 -0.1
H 10.9841 -2.9317 -0.5174 0.2 -0.3 0.0
H 8.4344 -4.6672 -1.0839 -0.3 -0.1 -0.2
H 8.4746 -5.7960 0.3032 0.2 0.2 0.2
H 10.8437 -5.0205 -1.5433 0.3 -0.1 -0.1
H 9.7542 -6.4559 -1.5469 0.8 -0.5 -0.5
H 11.3817 -5.6955 0.7314 -0.1 0.1 0.6
H 12.0299 -7.8165 -1.1093 0.1 0.7 -0.8
H 12.4531 -7.9531 0.4387 -0.1 0.3 0.8
H 13.4605 -5.7683 -1.3416 0.6 -0.1 -0.4
H 14.3079 -7.0623 -0.2711 0.5 0.0 -1.0
H 15.6347 -4.8377 0.5589 0.2 0.5 -0.7
H 14.5259 -3.6574 1.2903 0.0 -0.5 0.6
H 14.2880 -3.7934 -0.3472 1.1 -0.1 -0.9
C -10.8359 -8.4505 -4.6248 -0.2 -0.4 0.3
O -10.3822 -7.9773 -3.3877 0.4 -1.2 0.5
C -10.5320 -6.6314 -3.1148 -0.5 0.2 0.1
C -9.3144 -5.8413 -3.5378 -0.5 0.2 -0.6
N -9.7639 -4.4406 -3.6766 -0.2 -1.9 0.8
C -8.8674 -3.4673 -4.2085 0.7 -0.2 0.8
C -7.4758 -3.4953 -3.5337 0.4 0.7 1.4
O -7.5098 -3.5129 -2.0458 0.4 -0.5 -1.7
C -8.3695 -2.5991 -1.4732 -0.6 0.5 1.2
H -10.8733 -9.5348 -4.5199 -0.1 0.0 -0.1
H -10.1714 -8.2480 -5.4647 0.1 0.4 -0.1
H -11.8436 -8.0797 -4.8124 -0.1 0.1 -0.3
H -10.6619 -6.5196 -2.0384 0.1 -0.2 0.3
H -11.4764 -6.2651 -3.5174 0.0 0.3 -0.6
H -8.8969 -6.2556 -4.4555 -0.2 0.2 -0.3
H -8.5839 -6.0668 -2.7609 0.5 0.6 0.1
H -9.9781 -4.2396 -2.7103 -0.3 0.7 -0.1
H -9.3976 -2.5307 -4.0359 0.5 0.4 -0.2
H -8.8026 -3.6183 -5.2860 0.3 0.1 -0.1
H -6.8724 -2.6301 -3.8084 -0.1 0.3 -0.2
H -6.8233 -4.3422 -3.7458 -0.5 -0.3 -0.3
H -9.3891 -2.9839 -1.4913 -0.4 0.6 -0.3
H -8.2594 -1.5610 -1.7867 -0.2 0.0 -0.9
H -8.1941 -2.4738 -0.4047 0.6 -0.6 0.2
```
Forces are in eV/Å.